DFT (the ωB97M-V functional and the def2-TZVPD basis) results for a structure of composition C50H142O23Zr.

```
! wB97M-V def2-TZVPD RIJCOSX def2/J DEFGRID3
* xyz 0 1
Zr 3.208 -1.971 -0.583
C 3.296 -6.230 1.195
C 2.551 -4.838 1.326
C 1.979 -4.360 2.646
O 3.137 -3.701 0.711
H 3.258 -6.657 0.193
H 2.851 -6.911 1.920
H 4.351 -6.080 1.423
H 1.654 -5.045 0.744
H 1.330 -5.129 3.064
H 1.394 -3.442 2.697
H 2.726 -4.173 3.417
C 6.286 -1.116 -3.599
C 6.393 -2.036 -2.318
C 7.393 -1.414 -1.366
O 5.159 -2.241 -1.685
H 6.090 -0.084 -3.308
H 5.518 -1.521 -4.258
H 7.181 -1.257 -4.204
H 6.844 -2.968 -2.658
H 7.535 -2.102 -0.532
H 6.985 -0.538 -0.862
H 8.392 -1.270 -1.777
C -0.346 -0.490 1.668
C -0.176 -0.827 0.189
C -0.887 0.177 -0.685
O 1.171 -1.137 -0.070
H 0.260 -1.063 2.369
H -1.374 -0.719 1.951
H -0.080 0.527 1.955
H -0.747 -1.753 0.107
H -0.941 -0.034 -1.753
H -0.505 1.192 -0.573
H -1.919 0.249 -0.341
C 5.265 1.257 1.831
C 4.605 -0.087 2.001
C 3.384 0.112 2.927
O 4.290 -0.592 0.742
H 4.675 2.161 1.677
H 5.922 1.226 0.963
H 5.805 1.496 2.748
H 5.353 -0.623 2.585
H 2.597 0.754 2.531
H 3.690 0.644 3.828
H 2.918 -0.822 3.241
C -0.904 -3.072 -7.304
C -0.820 -3.114 -5.711
O -1.617 -4.082 -5.181
H -0.219 -2.461 -7.892
H -1.901 -2.780 -7.636
H -0.669 -4.028 -7.770
H -0.883 -2.101 -5.314
H 0.189 -3.331 -5.361
H -2.522 -3.762 -5.205
C 2.191 3.891 -5.019
C 1.110 3.067 -5.748
O 1.741 2.072 -6.487
H 2.982 3.167 -4.826
H 1.959 4.212 -4.004
H 2.618 4.715 -5.591
H 0.611 3.779 -6.405
H 0.419 2.653 -5.014
H 2.484 2.441 -6.969
C 2.642 -5.309 -2.870
C 2.552 -3.816 -3.073
O 2.005 -3.152 -2.010
H 3.360 -5.598 -2.102
H 2.948 -5.867 -3.755
H 1.671 -5.633 -2.497
H 2.022 -3.560 -3.990
H 3.567 -3.495 -3.308
H 1.077 -3.383 -2.094
C 1.544 4.305 5.030
C 3.021 4.722 4.714
O 3.072 5.344 3.457
H 0.732 4.893 4.603
H 1.425 4.016 6.074
H 1.357 3.292 4.673
H 3.643 3.832 4.794
H 3.466 5.454 5.389
H 3.925 5.766 3.329
C -6.854 4.445 -0.423
C -5.734 4.544 -1.421
O -4.544 4.477 -0.707
H -7.804 4.884 -0.727
H -6.516 4.973 0.469
H -6.929 3.399 -0.125
H -5.778 5.379 -2.120
H -5.676 3.697 -2.104
H -3.802 4.177 -1.236
C -5.446 -2.047 5.144
C -3.974 -1.554 5.260
O -3.268 -1.962 6.403
H -5.936 -1.450 4.375
H -6.024 -1.750 6.020
H -5.554 -3.117 4.966
H -3.946 -0.475 5.414
H -3.490 -1.957 4.371
H -2.511 -1.413 6.621
C -2.424 -5.356 -1.840
C -0.897 -5.228 -1.783
O -0.567 -4.044 -2.545
H -2.828 -5.044 -2.803
H -2.709 -4.572 -1.139
H -2.751 -6.351 -1.537
H -0.410 -6.105 -2.208
H -0.535 -4.937 -0.797
H -0.832 -4.153 -3.461
C -3.139 1.154 -3.274
C -2.093 2.280 -3.199
O -2.532 3.107 -2.128
H -4.092 1.676 -3.359
H -3.242 0.588 -2.348
H -2.951 0.484 -4.113
H -1.977 2.998 -4.010
H -1.120 1.801 -3.085
H -1.792 3.694 -1.959
C -0.924 4.179 2.440
C -1.737 4.095 1.215
O -3.086 4.062 1.555
H 0.136 4.275 2.206
H -1.021 3.266 3.026
H -1.194 5.027 3.070
H -1.446 3.309 0.518
H -1.566 5.080 0.781
H -3.635 4.204 0.781
C -2.018 -4.482 2.180
C -3.057 -5.057 3.199
O -2.855 -6.425 3.262
H -2.142 -3.403 2.089
H -2.147 -5.002 1.231
H -1.021 -4.590 2.606
H -4.067 -4.797 2.881
H -3.128 -4.585 4.179
H -3.139 -6.681 4.142
C -4.449 -2.105 1.131
C -5.327 -3.267 0.819
O -6.442 -3.372 1.666
H -3.772 -2.099 1.985
H -4.996 -1.163 1.093
H -3.736 -2.010 0.312
H -4.929 -4.280 0.877
H -5.859 -3.135 -0.123
H -6.974 -2.575 1.602
C 4.224 -3.342 6.020
C 5.587 -3.473 5.317
O 6.286 -4.520 5.949
H 4.288 -3.048 7.068
H 3.679 -4.278 5.899
H 3.554 -2.648 5.512
H 6.066 -2.495 5.345
H 5.319 -3.572 4.265
H 7.000 -4.779 5.361
C -0.622 7.146 -4.031
C -1.459 6.083 -3.262
O -0.574 5.158 -2.564
H 0.144 7.474 -3.328
H -1.258 7.922 -4.458
H -0.149 6.558 -4.817
H -1.994 5.548 -4.046
H -2.128 6.558 -2.544
H -0.004 5.703 -2.018
C -5.438 2.049 2.129
C -4.827 2.254 3.512
O -4.547 3.614 3.750
H -5.868 1.054 2.020
H -4.748 2.288 1.321
H -6.365 2.611 2.012
H -3.880 1.782 3.774
H -5.590 1.871 4.189
H -3.961 3.933 3.059
C 1.308 -0.331 -3.958
C 2.785 -0.304 -3.700
O 2.973 -0.375 -2.283
H 0.998 -0.129 -4.983
H 0.721 0.268 -3.263
H 0.823 -1.275 -3.709
H 3.119 0.684 -4.017
H 3.358 -1.024 -4.284
H 2.782 0.530 -2.026
C 2.962 6.514 -0.163
C 1.474 6.594 0.263
O 0.741 6.922 -0.937
H 3.203 6.065 -1.126
H 3.404 5.742 0.466
H 3.509 7.452 -0.067
H 1.392 7.441 0.945
H 1.037 5.695 0.696
H 0.675 7.876 -1.020
C 4.124 2.881 -1.285
C 2.716 3.128 -0.741
O 1.924 1.935 -0.936
H 4.077 2.975 -2.370
H 4.784 2.059 -1.005
H 4.738 3.716 -0.950
H 2.192 3.872 -1.341
H 2.680 3.352 0.325
H 1.805 1.648 -0.028
C -4.350 -2.318 -3.004
C -5.074 -3.462 -3.779
O -4.488 -3.732 -4.968
H -4.230 -1.434 -3.630
H -3.328 -2.615 -2.771
H -4.812 -2.064 -2.050
H -6.081 -3.147 -4.054
H -5.299 -4.349 -3.188
H -5.242 -4.116 -5.423
C 0.849 0.545 5.650
C -0.490 -0.169 5.635
O -0.930 -0.544 6.921
H 0.534 1.565 5.873
H 1.394 0.367 4.723
H 1.504 0.237 6.465
H -0.323 -1.012 4.964
H -1.251 0.387 5.088
H -1.482 0.150 7.288
*
```

Results
HOMO level: -8.366 eV
Total energy: -3767.5730 a.u.